This record from OMol25 describes one molecule with the formula C28H31N3O6 in a non-equilibrium geometry. The level of theory is ωB97M-V/def2-TZVPD.

```
68
Properties=species:S:1:pos:R:3:mulliken_charge:R:1
H 2.6152 3.8540 4.1010 0.417
H 1.6635 4.5645 1.9375 0.415
C 0.9254 -2.4938 -5.4965 -0.545
H 3.8600 -2.4025 -4.0191 0.278
C 0.1525 -1.7662 -4.6285 0.616
H 1.6867 0.3192 -1.8571 0.740
H 1.8531 -2.1777 -5.9266 0.614
H -1.3790 1.9208 -2.9533 0.427
C -0.6892 1.2260 -1.0805 1.308
H 0.3930 1.7605 -2.8888 0.428
H -1.5601 1.1962 6.2725 0.376
C -1.5173 0.2489 1.3528 0.155
H -2.5946 3.7327 3.1301 0.392
C -1.7508 1.4423 5.2261 -0.217
H -1.0787 0.8454 4.5956 0.033
H -3.7821 0.3160 2.5022 0.446
C -0.5536 1.2911 -2.6005 -1.632
H -4.6485 2.0337 4.0698 0.460
C 0.7280 -4.2874 -2.1222 -0.823
H -3.4786 3.9853 4.6327 0.284
C -0.1078 -2.3074 -1.0657 -0.109
O -1.5714 1.8580 -0.5203 -0.605
O -0.9577 -2.4684 -4.3029 -0.328
C -2.8403 3.2878 4.0926 -0.992
C 2.0974 3.1416 3.4766 -0.502
C 1.5634 3.5396 2.2626 -0.939
C 1.3046 0.9121 3.0840 -0.229
H 0.5966 -5.3123 -2.4369 0.418
O -3.0969 1.1109 4.9618 -0.530
H -1.5739 3.5202 5.8461 0.446
N -1.9588 1.1975 2.1912 0.199
N -0.5990 0.0035 -3.2419 0.011
H -1.3827 -0.5995 -3.0464 0.289
C 0.3879 -0.4326 -4.0591 0.210
C 1.0785 -1.6490 -1.3333 1.289
H 2.3820 1.5072 4.8302 0.418
C 0.7600 1.3044 1.8651 -0.378
C 0.8960 2.6289 1.4616 0.182
C -0.8900 -3.6358 -4.9521 -0.623
H 4.7031 -3.0374 -2.5747 0.348
C 1.9223 -3.6423 -2.4019 -0.527
H -1.3920 2.0252 2.2974 0.041
H -1.2134 -4.1287 -1.2350 0.437
C -1.5936 2.9432 4.9231 -0.001
H 1.2096 -0.1161 3.4028 0.438
H 5.0030 -1.3702 -3.1273 0.276
H 2.1505 -0.1599 -0.2382 0.533
C -0.2833 -3.6275 -1.4535 -1.144
H -0.6675 3.1359 4.3835 -0.226
C 4.2496 -2.1498 -3.0289 -0.883
O 3.2458 -1.6033 -2.2096 -0.344
C 2.1094 -2.3256 -2.0040 0.281
O -2.1841 -0.6752 0.9383 -0.754
H 0.3684 -0.7090 1.2819 0.667
H 2.6977 -4.1740 -2.9301 0.450
H 0.4728 2.9497 0.5221 0.398
C -3.3567 1.3217 2.5269 -1.092
H -1.6976 -4.3256 -4.8051 0.510
N 0.1913 0.4731 -0.3970 0.692
C 0.2439 -3.7111 -5.7043 -0.481
H -0.9109 -1.7979 -0.5535 0.368
C -3.5678 1.9389 3.9192 0.300
H -3.8743 1.9392 1.7822 0.274
O 1.3863 0.2203 -4.3078 -0.692
C 0.0051 0.2974 1.0395 -0.006
C 1.3317 -0.2051 -0.9663 -1.997
C 1.9661 1.8246 3.8858 -0.761
H 0.5518 -4.5265 -6.3258 0.496
```

Energy above the lowest of the compared OMol25 structures with the same formula, charge and spin, kcal/mol: 6.7
Frontier orbital gap, eV: 9.0
SMILES: COc1ccccc1CN(C(=O)CNC(=O)c1ccco1)[C@H](C(=O)NC[C@@H]1CCCO1)c1ccccc1
Max |F|, eV/A: 1.3
Energy, Ha: -1701.3151
Charge: 0
HOMO level, eV: -8.2797
E_LUMO, hartree: 0.02715

This record from OMol25 describes an isolated ion of composition C28H31OSi and charge +1 in a non-equilibrium geometry. The level of theory is ωB97M-V/def2-TZVPD.

```
61
Properties=species:S:1:pos:R:3:mulliken_charge:R:1
H -3.6464 2.2147 1.3694 0.367
H 0.2337 5.0756 1.3343 0.577
C 1.0750 0.8972 2.0980 -0.100
C -1.5431 5.4687 2.4471 0.322
H 0.9111 3.1378 2.6914 0.428
H -6.6531 1.7294 5.0364 0.450
C -0.0355 0.8067 2.8606 -1.362
H 5.6736 0.2527 2.4229 0.365
C 2.1068 -1.2759 2.7640 -0.364
H -5.5582 5.6816 4.7351 0.338
H -5.2020 -1.7848 1.9125 0.415
H -5.5482 3.6014 7.4909 0.378
H 5.3927 -2.1915 2.8644 0.365
C 4.5150 -1.5517 2.7444 -0.358
C -1.2401 1.7379 2.7164 0.333
C -2.8942 6.1227 4.3696 -0.314
C -4.5658 0.2586 1.5708 -0.806
H -5.1681 0.9846 5.6842 0.271
H -6.7717 4.4608 4.2953 0.526
H -4.2841 4.8039 7.1598 0.369
H -5.3383 0.4619 0.8282 0.414
H -5.3764 4.7570 3.2303 0.336
Si -4.8068 3.3602 5.1907 0.235
H 1.1026 -1.6702 2.9302 0.394
H -0.0786 0.0430 3.6507 0.316
H -3.5416 -2.1510 3.7575 0.426
C -2.5617 0.9518 2.7555 -0.040
H -1.2106 2.1303 1.6924 0.278
C 4.6714 -0.1835 2.4630 -0.663
H 1.1376 1.6538 1.3015 0.788
H -0.6830 2.4540 4.6440 0.416
C 3.2300 -2.0893 2.9197 -0.696
C -2.9649 7.4114 3.8541 -0.731
C -5.6999 4.6974 4.2751 -0.997
C 3.5481 0.6152 2.2496 -0.236
H -5.3207 1.2820 3.9394 0.095
H -3.3160 5.8973 5.3550 0.502
H -1.0229 3.8626 1.1491 0.411
C -3.6080 1.2417 1.8676 -0.001
H 3.1036 -3.1379 3.1989 0.369
H -1.3377 6.9178 0.8889 0.487
C -3.5657 -1.2083 3.2087 -0.896
C -2.2170 3.7162 3.9774 -0.140
C -2.6166 -0.2240 3.4974 -0.288
H -2.5254 8.7099 2.1757 0.406
C 2.2481 0.0676 2.3524 -0.029
C -5.5594 1.6842 4.9329 -0.864
C -2.4362 7.7035 2.5864 -0.658
C -1.0183 2.8524 3.6661 1.121
C -4.5809 3.7614 6.9921 -1.047
C -4.5172 -0.9884 2.2078 -0.453
C 0.0757 3.7379 3.0450 -1.245
H -1.8718 -0.4176 4.2682 0.408
H 0.4731 4.4286 3.7966 0.495
C -1.7473 6.7189 1.8817 -0.624
C -2.2437 5.0949 3.6324 0.438
H 3.6561 1.6800 2.0243 0.351
C -0.5389 4.5226 1.8864 -0.770
H -3.4538 8.2004 4.4323 0.458
H -3.8355 3.1049 7.4604 0.316
O -3.2559 3.0912 4.4904 -0.283
```

Energy above the lowest of the compared OMol25 structures with the same formula, charge and spin, kcal/mol: 0.0
Frontier orbital gap, eV: 6.1
Max |F|, eV/A: 3.3
Energy, Ha: -1450.0980
Charge: +1
HOMO level, eV: -10.7406
E_LUMO, hartree: -0.17031

This record from OMol25 describes C28H32AsI2N6O2W as an isolated structure. The level of theory is ωB97M-V/def2-TZVPD.

```
72
Properties=species:S:1:pos:R:3:lowdin_spin:R:1
H 1.1744 5.0848 -1.8769 0.000
C 4.0963 -0.6500 0.7539 0.001
H 1.0490 0.7435 2.7365 0.000
C -1.2673 -1.8646 3.0127 -0.001
H 1.5736 0.3481 -1.2028 0.002
C -0.9757 -4.6372 2.9328 0.000
C 3.3943 -2.8030 -1.3765 0.001
C -0.7908 2.4843 -2.4617 0.013
N 0.1508 3.5027 -2.7880 0.008
C -4.3516 2.4519 0.6355 0.004
H 3.0185 3.6333 -1.3647 0.000
C -1.7524 -2.6474 4.0515 0.001
H 3.6732 -4.3160 -2.8583 0.000
H 0.6181 1.7889 0.5857 0.001
C 1.1303 -2.4847 -0.6492 0.031
N -2.4343 1.0358 0.6989 -0.005
H -0.4299 4.7572 -1.2022 0.000
N -3.0155 -1.6290 -0.1490 0.016
W -1.5713 -0.0306 -0.8008 1.755
C 0.6880 -3.5003 -1.4919 0.004
As 0.1230 -1.3978 0.5616 0.034
H -3.9707 -1.4303 -0.4496 0.005
H -2.8074 -2.5698 -0.4807 0.002
H -4.4479 2.0707 2.8058 0.000
C 0.1820 2.4432 -0.1681 0.002
H -1.3584 -0.7858 3.0688 0.000
C 1.6109 -4.1572 -2.2944 -0.001
H -0.3429 -3.8421 -1.4798 0.000
H 3.3403 1.5110 3.2639 0.000
H -1.9785 -4.6336 4.8245 0.000
H 1.1674 2.3241 -4.2031 0.000
C -1.6065 -4.0288 4.0085 -0.001
H -5.3718 2.0660 0.5759 0.001
I -3.0490 -0.1619 -4.7157 0.038
C 1.1372 0.9865 -1.9680 0.011
H -1.0232 1.8844 -3.3428 0.000
C 2.9545 -3.7964 -2.2390 0.006
H 0.8919 0.4153 -2.8621 0.001
C 4.2679 0.2931 1.7588 0.000
H 2.0774 3.7096 -3.5773 0.000
H 4.4490 -2.5653 -1.3347 0.000
C -2.5145 1.6187 2.0349 0.004
H -4.3634 3.4228 0.1343 0.001
N 1.0846 3.4395 -0.5793 -0.014
C 3.1811 0.7936 2.4703 0.002
I -1.3779 -1.4284 -3.1382 -0.012
H -3.0187 -1.7052 0.8706 0.002
H -2.2307 -2.1776 4.9005 0.000
O -3.3714 1.1404 -1.2773 0.031
H -3.4948 3.4811 2.3972 0.000
C 0.4748 4.2979 -1.6028 0.000
H -0.8563 -5.7121 2.9103 0.000
C -3.7677 2.4820 2.0588 0.000
C -3.4248 1.5365 -0.0764 0.025
H 1.2967 -4.9664 -2.9400 0.000
C 2.4835 -2.1362 -0.5603 0.006
N 2.0032 2.0543 -2.2935 -0.001
C 1.7356 -0.5731 1.1626 0.011
H -0.7488 2.8858 0.1833 0.000
C -0.4804 -3.8701 1.8847 -0.002
C 2.8167 -1.1009 0.4458 0.001
C -0.6301 -2.4860 1.9376 -0.001
H 4.9606 -1.0392 0.2323 0.000
C 1.8939 0.3632 2.1737 0.001
C 2.3189 2.8432 -1.1008 0.000
H 0.0316 -4.3557 1.0644 0.000
H 2.7689 2.2030 -0.3392 0.000
N -0.2411 1.5040 -1.3892 0.020
O -1.6976 1.4202 2.8702 -0.002
H 5.2667 0.6312 2.0005 0.000
H -1.7071 2.9172 -2.0618 0.000
C 1.3855 2.9131 -3.3113 0.000
```

Multiplicity: 3
Energy above the lowest of the compared OMol25 structures with the same formula, charge and spin, kcal/mol: 12.0
Frontier orbital gap (spin up / spin down), eV: 4.8 / 5.2
Max |F|, eV/A: 1.0
Energy, Ha: -4462.5273
Charge: +3
<S²>: 2.0260
HOMO level (spin up / spin down), eV: -16.4183 / -16.4191
E_LUMO (spin up / spin down), hartree: -0.42732 / -0.41300

This record from OMol25 describes C28H32BiCl2I2N6O4SSeSi as an isolated structure in a non-equilibrium geometry. The level of theory is ωB97M-V/def2-TZVPD.

```
78
Properties=species:S:1:pos:R:3:mulliken_charge:R:1
H 5.6773 -4.2615 2.0098 0.398
H -2.5480 2.6863 -3.1458 0.439
C -1.9848 -1.3629 -1.4852 -0.565
C -1.9980 -1.8548 3.3474 -0.884
N 0.9752 1.1190 2.4308 0.117
H -3.5791 0.7788 4.4574 0.316
C 0.2553 -0.0453 -3.3499 -0.121
O 0.9458 -3.2557 1.8531 -0.662
H 3.8151 1.6743 3.5436 0.349
Se 2.7650 -0.1596 -1.0104 0.628
H 2.1582 1.4975 5.2711 0.292
H -1.4361 -1.9095 -0.7271 0.576
N -1.8924 -0.0480 -1.3863 0.875
H 3.3188 -3.6127 1.6501 0.545
Si -3.0479 -0.5699 2.4146 0.464
H -2.9589 1.4275 0.9349 0.540
H 7.0224 -1.1083 -0.5669 0.442
C -2.2906 2.2275 -2.1754 -1.749
C 4.8963 -1.3223 -0.3537 0.603
C -4.1587 -1.5098 1.1618 -1.290
C 2.2889 1.0917 2.1558 0.318
H 0.3651 3.3290 -3.1643 0.545
Cl 1.5061 3.9571 0.2710 -0.129
O 0.7065 -0.4175 -2.2259 -0.030
I -1.4943 1.2453 -7.7754 -0.021
H -1.4351 -2.4779 2.6622 0.195
N 4.4853 -0.2916 -1.1161 -0.855
H -0.7716 2.6785 -5.1322 0.482
C -2.2388 0.9373 1.5828 -0.845
N 2.6054 -1.5472 0.0264 -0.287
C -3.3578 -1.1741 -3.4236 -0.737
H 7.5111 -3.0333 0.9332 0.366
C -0.4511 -0.6524 -5.6308 -0.199
H -3.7043 0.8551 -4.0453 0.492
H -2.7501 -3.0508 -2.5553 0.604
H -1.9679 1.6507 2.3513 0.575
H 1.0276 2.1161 -2.0353 0.017
Cl -1.1587 4.7225 1.1385 -0.193
N -0.9709 2.5675 -1.7080 -0.312
C 2.0751 0.7269 4.5032 -0.669
H -1.2908 -1.3520 3.9997 0.187
C 3.8374 -2.0256 0.2992 0.750
H -2.6231 -2.5005 3.9628 0.471
H 2.0869 -0.2420 5.0008 0.269
C 4.1254 -3.0954 1.1539 -0.730
H 0.8480 4.9326 2.3193 0.404
C -4.1887 0.2458 3.7343 -1.236
C -2.7082 -1.9758 -2.4945 -1.195
H -4.7857 -0.4781 4.2823 0.337
C 6.2300 -1.6879 -0.1148 -0.866
Bi -0.3511 0.6817 0.3704 1.807
C 0.7397 0.9155 3.7557 0.125
C 5.4407 -3.4368 1.3527 -0.638
H -0.9532 3.5025 -1.3220 0.262
H -4.8685 0.9649 3.2860 0.321
C 0.1499 2.3866 -2.6380 -0.892
C -2.4615 0.7358 -2.2951 0.801
H -3.5926 -2.2825 0.6541 0.326
C 0.0392 -0.9790 -4.3934 -0.320
O -0.3419 0.9386 4.2945 -0.655
S 1.0165 -1.8156 1.6266 0.541
C -0.5532 1.6427 -4.9084 -0.228
H -4.5649 -0.8494 0.4020 0.304
H -3.0041 2.5943 -1.4309 0.571
C 0.4274 4.1723 1.6634 0.739
C -3.2272 0.1995 -3.3290 -0.804
O 2.7709 1.2775 1.0470 -0.639
C 3.1202 0.8442 3.4110 -0.595
C 6.4880 -2.7377 0.7319 -0.510
H -0.5700 -1.4007 -6.4006 0.433
I 0.5124 -2.9734 -3.8999 -0.043
N -0.2076 -1.3479 0.8663 -0.938
H 0.3055 3.2048 2.1545 -0.775
H -3.9410 -1.6160 -4.2203 0.409
H 3.7060 -0.0625 3.2678 0.237
C -0.0774 1.3078 -3.6572 0.288
C -0.7429 0.6772 -5.8776 -0.579
H -4.9961 -1.9890 1.6599 0.429
```

Energy above the lowest of the compared OMol25 structures with the same formula, charge and spin, kcal/mol: 34.4
Frontier orbital gap, eV: 7.0
Max |F|, eV/A: 1.9
Energy, Ha: -6535.2583
Charge: -1
HOMO level, eV: -4.9121
E_LUMO, hartree: 0.07500

- The highest energy belongs to which entry?
  C28H31OSi